The following is a DFT calculation (ωB97M-V with the def2-TZVPD basis set) of one molecule with the formula C5H10N2S.

```
18
Properties=species:S:1:pos:R:3:forces:R:3
C 0.642 -0.564 0.694 0.7 -2.0 0.1
C -0.486 -1.540 0.008 1.4 -1.4 1.7
C -1.911 0.305 -0.589 -4.6 -0.8 -0.1
C -0.638 1.046 -0.567 0.1 -0.6 1.2
C -0.048 0.697 0.792 0.3 0.9 -0.7
H 1.874 0.997 -0.683 0.1 -1.1 0.5
H 1.032 -1.082 1.629 -0.7 1.0 -0.8
H -0.376 -2.483 0.604 0.0 0.4 -1.0
H -0.268 -1.652 -1.041 0.6 -0.3 -0.3
H -2.014 -0.970 1.110 -0.3 -0.3 -1.2
H -2.827 0.782 -0.009 1.7 -0.7 -1.6
H -2.141 0.068 -1.712 -0.1 0.5 2.2
H -0.111 0.703 -1.448 0.8 0.5 0.4
H -0.495 2.568 0.823 -0.5 1.0 0.3
H -0.664 0.743 1.630 -1.7 -0.2 1.1
N -1.855 -1.153 0.087 0.2 3.3 0.8
N 0.121 2.027 0.262 0.4 -0.7 -1.1
S 2.048 -0.341 -0.336 1.8 0.6 -1.3
```
Positions in Å, forces in eV/Å.

Results
highest occupied orbital energy = -8.662 eV
electronic energy = -704.0602 hartree
ΔE to the lowest compared entry with this formula, charge and spin = 4.4517 eV
SMILES string = S[C@@H]1CNC[C@H]2N[C@H]12
lowest unoccupied orbital energy = 0.8 eV

Mulliken atomic charge list, values in e, 5 entries:
1. C 0.239
2. C -0.894
3. C -0.725
4. C -0.091
5. C -0.726